# 1
Here is a single C8H16O2 molecule at a distorted geometry from the OMol25 dataset. Energies are from ωB97M-V/def2-TZVPD.

Positions of all 26 atoms, in Å:
C 3.250 -0.922 0.454
C 2.406 0.087 0.266
O 2.878 1.354 0.066
C 0.618 -0.078 0.505
C 0.239 0.834 1.650
C 0.218 0.268 -0.849
O 0.241 1.631 -1.110
C -1.512 -0.321 -0.874
C -1.718 -1.796 -0.578
C -2.472 0.571 -0.112
H 4.321 -0.775 0.454
H 2.889 -1.923 0.622
H 2.134 1.910 -0.205
H 0.515 -1.134 0.733
H -0.716 0.546 2.084
H 0.987 0.744 2.436
H 0.205 1.875 1.338
H 0.697 -0.342 -1.620
H 0.036 1.781 -2.039
H -1.671 -0.166 -1.949
H -2.723 -2.111 -0.869
H -1.613 -2.002 0.488
H -1.006 -2.417 -1.122
H -3.490 0.453 -0.495
H -2.506 0.312 0.945
H -2.205 1.622 -0.218

Force components x, y, z for each atom (eV/Å):
-0.2 0.0 -0.1
-2.2 -0.4 1.6
-0.5 -0.2 0.0
6.0 0.8 0.0
0.1 -0.2 0.2
-5.5 -2.3 -0.3
0.3 0.5 0.0
2.1 1.2 -1.4
0.4 0.2 0.0
0.1 0.0 0.0
0.0 0.1 -0.2
-0.1 0.0 0.1
0.1 0.0 0.0
-0.1 0.0 -0.2
-0.1 0.1 -0.1
0.0 0.0 0.0
-0.1 0.0 0.0
0.1 0.2 0.1
0.0 0.0 0.1
-0.3 -0.1 0.0
0.0 0.1 0.0
0.0 -0.1 0.1
0.0 -0.1 0.0
0.1 0.0 0.0
0.0 0.1 0.1
0.0 0.1 0.1

Results
* gap between HOMO and LUMO: 9.01 eV
* largest force on an atom: 0.119 hartree/bohr
* HOMO: -8.4 eV
* lowest unoccupied orbital energy: 0.6 eV
* multiplicity: 1
* E_tot: -12648.28994 eV

***

# 2
Here is 2 unconnected molecules or ions with the total composition C8H16O3S at a distorted geometry from the OMol25 dataset. Energies are from ωB97M-V/def2-TZVPD.

Positions of all 28 atoms, in Å:
C -0.016 -3.140 0.023
C -1.464 -2.781 0.339
C 0.925 -2.157 0.708
C -1.783 -1.364 -0.126
C 0.632 -0.737 0.238
C -0.832 -0.346 0.510
C 1.357 4.947 -0.687
C -1.029 1.029 -0.089
O -0.896 0.995 -1.414
O -1.194 2.054 0.529
O 0.307 3.570 -2.714
S -0.129 4.569 -1.717
H 0.196 -4.160 0.353
H 0.140 -3.095 -1.059
H -2.137 -3.482 -0.156
H -1.629 -2.861 1.416
H 0.801 -2.223 1.791
H 1.964 -2.405 0.474
H -1.684 -1.306 -1.211
H -2.813 -1.111 0.137
H 1.296 -0.030 0.743
H 0.817 -0.671 -0.837
H -1.004 -0.287 1.588
H 1.892 5.767 -1.159
H 1.985 4.062 -0.657
H 1.030 5.230 0.306
H -0.833 1.869 -1.842
H -0.687 3.798 -0.676

Force components x, y, z for each atom (eV/Å):
-0.1 0.0 0.3
0.0 0.0 -0.3
0.1 0.0 -0.3
-0.1 -0.1 0.2
0.0 -0.1 0.3
0.1 0.1 -0.4
-0.2 0.5 -1.0
0.2 0.2 0.2
0.0 -0.4 -0.6
-0.1 0.1 0.2
0.8 -3.2 -2.1
-0.2 3.5 4.3
0.0 0.0 -0.1
0.0 -0.1 0.0
-0.1 0.0 0.1
0.0 -0.1 0.1
0.0 0.0 0.1
0.0 0.0 0.1
0.0 0.0 0.0
0.0 0.0 -0.1
0.0 0.0 -0.1
0.0 0.0 0.0
0.0 0.1 -0.1
0.1 0.0 0.0
0.1 0.0 -0.1
-0.2 -0.1 0.1
-0.1 0.1 0.3
-0.5 -0.6 -1.2

Results
* ⟨S²⟩: 2.006
* gap between HOMO and LUMO (spin up / spin down): 5.22 / 7.44 eV
* largest force on an atom: 0.108 hartree/bohr
* HOMO (spin up / spin down): -4.5 / -10.1 eV
* lowest unoccupied orbital energy (spin up / spin down): 0.7 / -2.7 eV
* multiplicity: 3
* E_tot: -25528.22495 eV

***

# 3
Here is a molecular structure, C8H16O4Sm at a distorted geometry from the OMol25 dataset. Energies are from ωB97M-V/def2-TZVPD.

Positions of all 29 atoms, in Å:
C -1.541 0.460 4.621
H -2.227 -0.386 4.519
H -0.691 0.398 5.298
O -4.390 2.318 1.091
C -4.874 2.781 2.306
C -3.752 2.993 3.316
O -2.940 1.795 3.275
C -1.938 1.676 4.205
Sm -2.825 1.097 0.973
H -5.599 2.065 2.744
H -5.399 3.751 2.208
H -4.134 3.132 4.336
H -3.109 3.842 3.040
H -1.437 2.615 4.451
C -1.130 -1.472 2.001
O -1.140 -0.481 1.043
C 0.148 -0.077 0.541
C -0.077 0.785 -0.675
O -1.065 1.750 -0.324
C -1.209 2.819 -1.258
H -0.283 -1.385 2.680
H 0.731 -0.967 0.275
H 0.657 0.487 1.335
H -0.423 0.198 -1.538
H 0.864 1.287 -0.942
H -2.045 3.437 -0.916
H -0.288 3.415 -1.272
H -1.422 2.417 -2.258
H -2.027 -2.090 2.027

Force components x, y, z for each atom (eV/Å):
-0.9 1.3 0.4
0.5 0.1 -0.2
-0.2 -0.1 -0.2
0.3 0.1 -0.6
-1.2 0.8 1.6
-0.3 0.7 0.1
-0.7 -0.4 -0.9
1.7 -1.1 0.5
-0.7 -0.2 0.6
0.2 0.3 -0.3
0.2 -0.4 -0.1
0.0 0.0 -0.3
-0.1 -0.1 0.1
-0.1 -0.2 0.0
0.2 0.1 0.3
0.0 -0.7 -0.5
0.9 0.1 0.0
0.6 -0.5 -0.3
-0.1 -0.1 0.3
0.1 0.8 -0.8
-0.4 -0.6 0.1
-0.1 0.2 0.1
0.0 -0.2 -0.1
0.0 0.2 0.2
-0.2 -0.1 0.0
0.1 0.0 -0.1
-0.3 -0.1 0.0
0.1 0.1 0.2
0.5 0.1 0.2

Results
* net charge: +2
* ⟨S²⟩: 12.018
* gap between HOMO and LUMO (spin up / spin down): 7.54 / 8.92 eV
* largest force on an atom: 0.042 hartree/bohr
* HOMO (spin up / spin down): -15.8 / -16.7 eV
* lowest unoccupied orbital energy (spin up / spin down): -8.3 / -7.8 eV
* multiplicity: 7
* E_tot: -34631.09951 eV

***

# 4
Here is a single C8H16OS molecule at a distorted geometry from the OMol25 dataset. Energies are from ωB97M-V/def2-TZVPD.

Positions of all 26 atoms, in Å:
C 2.027 0.089 0.230
C 2.240 0.808 1.478
C -2.810 -2.204 0.431
C 1.354 2.273 -1.091
C -2.383 -0.888 -0.179
C -0.817 -0.736 -0.128
C -0.437 0.717 -0.339
C 1.040 0.831 -0.804
O 2.345 -2.203 -1.068
S 2.480 -1.490 0.238
H 2.987 0.419 2.259
H 2.344 1.867 1.069
H 1.269 0.710 2.230
H -2.481 -2.503 1.343
H -2.581 -3.035 -0.220
H -3.943 -2.141 0.453
H 1.208 2.928 -0.202
H 2.428 2.508 -1.277
H 0.814 2.706 -1.930
H -2.767 -0.720 -1.157
H -2.835 -0.183 0.466
H -0.445 -0.915 0.885
H -0.365 -1.440 -0.768
H -1.261 1.199 -0.830
H -0.530 1.283 0.596
H 1.121 0.121 -1.687

Force components x, y, z for each atom (eV/Å):
-1.8 -0.9 -0.8
-1.5 0.8 3.3
-3.3 0.2 -3.6
1.9 1.4 0.6
2.5 -1.0 1.8
-2.2 1.3 1.7
0.9 -0.5 1.1
0.2 -2.2 -0.9
-0.3 0.4 1.0
0.3 0.9 -1.6
-0.3 0.8 -1.8
0.3 -1.0 1.8
1.8 0.8 -2.2
1.2 -0.1 3.0
0.1 -0.4 -0.4
1.1 -0.5 0.2
-0.6 -0.5 -0.5
-0.5 -0.6 -0.3
-0.3 -0.3 0.1
-0.2 -0.1 -0.9
-0.2 1.4 0.5
-0.4 -0.8 0.0
0.7 -0.6 -1.1
0.3 0.5 -1.7
0.2 -0.4 0.5
0.0 1.3 0.5

Results
* gap between HOMO and LUMO (spin up / spin down): 8.76 / 8.76 eV
* largest force on an atom: 0.096 hartree/bohr
* HOMO (spin up / spin down): -8.9 / -8.9 eV
* lowest unoccupied orbital energy (spin up / spin down): -0.1 / -0.1 eV
* multiplicity: 1
* E_tot: -21435.61659 eV

***

# 5
Here is a single C8H16OSi molecule at a distorted geometry from the OMol25 dataset. Energies are from ωB97M-V/def2-TZVPD.

Positions of all 26 atoms, in Å:
C -2.116 1.562 1.010
C -1.191 0.702 0.579
C 0.250 1.099 0.846
Si 1.388 -0.068 -0.059
C 2.800 1.016 -0.840
C 2.297 -1.254 1.020
C -0.052 -0.674 -1.109
C -1.278 -0.643 -0.253
C -2.579 -0.703 -1.030
O -1.232 -1.683 0.784
H -3.183 1.381 0.821
H -1.807 2.493 1.318
H 0.280 2.177 0.559
H 0.332 1.135 1.978
H 3.348 0.358 -1.527
H 2.293 1.859 -1.315
H 3.525 1.298 -0.197
H 3.224 -0.719 1.126
H 1.858 -1.473 1.946
H 2.714 -2.099 0.598
H 0.315 -1.685 -1.514
H -0.123 0.028 -1.928
H -2.552 -1.467 -1.709
H -2.846 0.197 -1.521
H -3.467 -0.839 -0.399
H -2.198 -1.998 0.815

Force components x, y, z for each atom (eV/Å):
-1.6 -3.0 -2.1
0.6 0.1 -0.5
-0.4 1.1 2.0
0.6 1.5 0.2
-3.2 -2.3 -2.3
0.2 1.5 -0.5
2.3 -1.9 -0.8
-1.2 1.4 2.2
-0.5 0.8 2.0
-2.2 -0.6 -1.2
0.4 0.2 0.2
0.4 1.9 1.2
0.6 -0.7 0.0
0.3 -0.2 -1.2
-0.3 0.4 -0.5
0.5 0.0 -0.3
2.0 1.2 2.6
0.5 0.7 0.9
-0.6 -0.3 1.3
0.1 -2.3 -1.2
-1.3 1.2 0.4
-0.3 0.1 -0.4
0.0 -2.1 -1.9
0.4 1.1 -0.7
0.3 -0.3 0.4
2.3 0.5 0.3

Results
* gap between HOMO and LUMO: 9.76 eV
* largest force on an atom: 0.088 hartree/bohr
* HOMO: -9.0 eV
* lowest unoccupied orbital energy: 0.8 eV
* multiplicity: 1
* E_tot: -18479.39548 eV

***

# 6
Here is a gas-phase ion, C8H17BBrFINO2PS (charge -1) at a distorted geometry from the OMol25 dataset. Energies are from ωB97M-V/def2-TZVPD.

Positions of all 34 atoms, in Å:
N 1.921 0.313 2.157
P 1.100 1.612 1.681
C 0.356 1.267 -0.062
C 1.316 2.072 -1.014
C 1.710 1.318 -2.335
C 0.506 0.596 -3.043
S 0.822 0.395 -4.879
O 0.370 -0.136 -0.104
B -0.999 -0.685 -0.250
C -1.603 -1.685 0.903
C -0.562 -2.101 2.009
C -0.960 -3.353 2.899
I -3.061 -3.892 2.893
O -1.834 0.400 -0.810
C -1.204 1.542 -0.297
F -1.535 2.601 -1.166
Br -2.340 1.957 1.305
H 2.905 0.549 2.290
H 0.089 1.915 2.641
H 2.022 2.704 1.656
H 0.840 3.057 -1.272
H 2.281 2.341 -0.502
H 2.600 0.647 -2.202
H 2.064 2.113 -3.057
H 0.462 -0.446 -2.639
H -0.460 1.142 -2.893
H -0.410 -0.080 -5.301
H -0.886 -1.440 -1.203
H -2.003 -2.593 0.370
H -2.496 -1.232 1.427
H -0.382 -1.233 2.685
H 0.397 -2.338 1.477
H -0.712 -3.088 3.963
H -0.312 -4.239 2.671

Force components x, y, z for each atom (eV/Å):
-0.2 1.2 -0.1
1.1 -1.9 1.1
-0.7 -0.1 0.6
0.1 -0.3 -0.7
-0.1 0.8 -1.2
0.2 -0.8 0.4
-0.6 0.1 0.2
0.6 1.9 0.1
0.1 -2.8 -1.7
-0.5 0.4 1.2
-0.6 -0.3 -0.7
1.6 0.8 0.6
0.6 -0.1 0.1
2.2 3.0 1.5
-2.5 -0.9 -1.9
1.0 -0.6 0.8
0.3 0.5 0.5
-0.3 -0.1 -0.1
0.2 0.3 -0.6
-0.9 0.3 -0.2
0.2 -1.0 0.3
-0.9 -0.4 -0.3
-1.1 0.3 0.1
-0.2 -0.6 0.7
-0.5 1.1 -0.2
1.0 -0.6 -0.1
0.9 0.4 0.6
0.1 -0.4 -0.4
0.5 0.8 0.6
0.7 -0.4 -0.4
0.0 -0.6 -0.5
-0.7 0.2 0.7
-0.6 -0.4 -0.9
-1.1 0.6 -0.1

Results
* net charge: -1
* gap between HOMO and LUMO: 7.30 eV
* largest force on an atom: 0.077 hartree/bohr
* HOMO: -4.7 eV
* lowest unoccupied orbital energy: 2.6 eV
* multiplicity: 1
* E_tot: -115818.77970 eV

***

# 7
Here is a single C8H17BN2O4 molecule at a distorted geometry from the OMol25 dataset. Energies are from ωB97M-V/def2-TZVPD.

Positions of all 32 atoms, in Å:
N 0.077 -2.115 0.213
C 0.798 -1.006 -0.392
C 1.428 -0.150 0.682
O 1.540 1.049 0.495
O 1.687 -0.828 1.834
C 1.954 -1.506 -1.322
C 2.007 -0.537 -2.463
N 0.737 0.195 -2.457
C -0.159 -0.227 -1.372
C -1.113 0.938 -0.835
C -2.244 0.557 0.100
C -1.767 0.017 1.474
B -1.433 1.384 2.202
O -0.143 1.886 2.549
O -2.495 2.250 2.333
H 0.407 -2.914 -0.314
H 0.302 -2.373 1.173
H 2.060 -0.142 2.410
H 1.725 -2.527 -1.540
H 2.903 -1.445 -0.769
H 2.879 0.132 -2.333
H 2.081 -1.090 -3.373
H 0.950 1.151 -2.267
H -0.901 -0.961 -1.650
H -1.698 1.340 -1.679
H -0.450 1.698 -0.364
H -2.892 1.451 0.315
H -3.016 -0.035 -0.419
H -2.546 -0.532 1.909
H -0.890 -0.569 1.412
H 0.680 1.689 2.160
H -2.467 3.221 2.288

Force components x, y, z for each atom (eV/Å):
0.2 -1.5 -0.3
-0.1 -0.2 0.7
-1.5 0.4 -1.1
1.1 -0.9 1.2
0.5 1.5 -0.7
0.2 0.9 1.8
-0.3 0.2 0.1
-0.8 0.6 0.0
0.0 0.5 0.9
1.0 0.0 -0.5
-1.0 0.0 0.3
0.3 2.3 -0.5
1.5 1.2 0.2
-3.3 0.4 0.9
-0.4 0.3 0.2
-0.6 -0.4 0.1
0.1 0.6 -0.2
0.1 -0.2 0.4
0.1 -0.6 -0.6
-0.2 -0.5 -0.1
-0.5 -0.2 -0.3
0.4 -0.2 -0.8
0.0 0.8 -0.1
0.1 -0.7 -0.7
1.0 0.2 -0.2
-0.7 -0.1 -0.5
1.0 -0.5 -0.3
0.7 -0.7 0.1
-1.0 -0.8 0.9
0.4 -0.8 -0.2
1.0 -0.8 -1.1
0.7 -0.8 0.4

Results
* gap between HOMO and LUMO: 9.33 eV
* largest force on an atom: 0.066 hartree/bohr
* HOMO: -8.8 eV
* lowest unoccupied orbital energy: 0.5 eV
* multiplicity: 1
* E_tot: -20420.31759 eV

***

# 8
Here is a gas-phase ion, C8H17BNO2 (charge +1) at a distorted geometry from the OMol25 dataset. Energies are from ωB97M-V/def2-TZVPD.

Positions of all 29 atoms, in Å:
C -3.922 -0.193 2.296
C -2.549 -0.753 1.957
C -1.439 -0.057 1.905
C -0.069 -0.511 1.617
C 0.505 0.112 0.366
C 1.833 -0.714 -0.091
N 1.740 -1.167 -1.497
C 1.975 -0.102 -2.579
C 0.861 0.957 -2.560
O 1.208 2.142 -1.779
B 1.241 2.279 -0.416
O 0.858 1.459 0.525
H -4.260 -0.745 3.230
H -4.614 -0.373 1.558
H -4.009 0.845 2.403
H -2.594 -1.794 1.710
H -1.451 0.914 2.326
H -0.128 -1.671 1.383
H 0.636 -0.408 2.541
H -0.314 -0.100 -0.400
H 2.749 -0.153 -0.075
H 1.819 -1.474 0.592
H 0.763 -1.579 -1.748
H 2.432 -1.855 -1.661
H 1.780 -0.541 -3.558
H 2.955 0.250 -2.546
H 0.723 1.335 -3.556
H 0.012 0.523 -2.041
H 1.260 3.376 0.101

Force components x, y, z for each atom (eV/Å):
1.6 -1.8 2.4
-1.6 0.4 -0.4
0.4 0.4 1.0
1.3 -2.9 0.9
1.0 -1.3 -1.3
-2.1 2.9 -0.9
-2.5 0.2 -1.6
-2.9 -0.3 -0.4
1.5 1.2 2.4
0.5 -1.0 -0.4
-1.0 3.4 -1.2
-1.1 -2.8 1.8
0.1 0.9 -1.0
-1.6 -1.1 -1.9
0.5 1.6 0.7
0.3 -0.6 -0.2
-0.3 1.3 0.0
0.2 2.0 0.5
-1.1 0.0 -1.6
1.0 0.7 0.7
0.2 0.5 0.5
0.6 -2.5 1.1
2.1 0.5 0.8
0.7 -1.3 -0.2
0.5 -0.8 0.2
1.6 0.7 0.3
-0.5 -0.1 -0.3
-0.5 0.0 -1.1
0.9 -0.1 -0.9

Results
* net charge: +1
* gap between HOMO and LUMO: 8.96 eV
* largest force on an atom: 0.072 hartree/bohr
* HOMO: -12.5 eV
* lowest unoccupied orbital energy: -3.5 eV
* multiplicity: 1
* E_tot: -14826.10376 eV

***

> Which value of largest force on an atom does entry 5 give?

0.088 hartree/bohr